Record 1
Molecular formula: C46H138O46
Method: DFT, ωB97M-V/def2-TZVPD

```
230
Properties=species:S:1:pos:R:3:forces:R:3:mulliken_charge:R:1
H -3.5859 -5.1128 4.4112 0.7 -0.2 0.4 0.31
H -4.6216 7.2139 -0.9837 -0.1 -0.7 -0.6 0.30
C 3.1834 -4.4201 5.0617 0.0 2.0 0.3 -0.40
C 5.9287 2.3692 -0.1787 -0.6 -1.6 0.3 -1.01
H 3.3113 -2.4642 2.5293 1.0 0.5 -0.9 -1.09
O -4.9067 -3.6582 4.1100 0.0 -0.1 0.4 -0.59
O -1.7481 -3.4489 3.9427 1.3 -0.2 0.1 -0.47
O -3.2845 3.7218 4.6883 0.2 -0.4 1.4 -0.57
H 5.1903 -2.6606 -3.5799 0.7 -0.4 -0.6 0.14
O 4.7617 -1.5826 -2.0069 -0.2 -0.8 0.7 0.13
H 5.0777 -4.7765 -2.1246 -0.3 0.0 -0.5 0.28
H -5.1553 4.0897 -2.8160 0.0 2.3 0.9 0.59
H -2.6979 1.3444 6.9965 0.6 -0.6 1.7 0.58
O 4.4153 -5.4751 -2.3507 0.5 -0.7 0.2 -0.51
H -4.4665 1.3828 -2.5745 -0.4 1.2 1.0 -0.67
H 1.5464 5.8560 -0.6242 2.0 -0.8 -1.0 0.30
O 6.9611 3.6073 2.5507 -0.4 0.0 0.6 -0.49
H 5.1110 -0.7454 3.0854 -0.1 2.0 0.3 0.22
O -5.4556 -1.2932 -1.9353 -0.4 -0.7 1.7 -0.62
H -5.0696 -0.5196 -0.0455 -0.3 -0.5 0.2 -0.14
H -3.4332 -2.3653 -4.1507 0.8 0.8 -0.1 0.33
C 2.0167 -3.7224 -4.2728 1.0 -0.2 0.5 -0.74
C -2.9914 -0.9142 -5.7534 -0.4 0.6 1.1 -0.59
H -1.2274 6.8137 0.9968 -0.2 0.0 0.0 0.36
H -1.4409 -3.9027 2.1358 -0.6 0.4 1.2 -0.13
H 4.0039 -2.2389 -1.9609 0.8 0.5 -0.2 -0.41
H -6.3825 4.2146 0.1962 0.3 0.8 -0.1 0.45
O -3.1393 -0.4282 -3.3508 -0.2 -1.7 -1.5 -0.16
O 2.2743 1.9175 0.9132 0.9 0.8 -0.4 2.86
C -2.7749 -1.4660 -4.3258 -1.6 0.1 -0.3 -0.20
C -6.0706 -2.4912 0.1474 1.3 1.1 0.0 0.14
H -6.3935 5.1376 -1.8849 -1.9 -0.5 0.2 0.19
H 2.9588 -5.3930 -3.9185 -0.3 0.1 0.0 0.31
O -5.5429 5.5103 -1.8005 1.8 0.8 -0.7 -0.65
H -0.4734 0.0416 -6.0026 0.0 -0.1 -0.4 0.03
O 0.4898 -0.0266 -6.1600 0.3 0.3 2.1 -0.24
H 1.1878 -1.9556 1.2254 -0.2 -0.6 0.2 -1.05
H 2.3075 3.9426 0.4630 0.0 0.0 0.1 0.16
O 2.0637 -5.1171 -4.1866 0.7 -1.4 -0.5 -0.67
H 4.0106 -1.1149 1.4849 -0.3 -0.4 -0.2 -1.33
C 2.1322 2.2955 -2.6045 0.1 0.9 0.1 0.41
H 2.9869 0.5119 -3.3837 0.5 0.0 0.4 0.55
C -2.9166 1.6618 6.0241 0.2 1.7 -1.6 0.21
H -0.3675 0.4076 -2.3427 0.5 0.0 0.0 -0.54
C -0.7690 3.7639 -5.0391 0.0 1.3 0.0 -0.59
H -2.2275 3.6361 6.4340 0.0 0.5 0.6 0.42
O 4.8681 3.0707 0.5666 0.1 -1.4 -2.3 -0.61
C 4.2417 -2.0390 2.0257 -0.9 0.3 1.2 3.49
C -1.4888 -2.0272 3.8146 -1.9 -1.6 1.6 0.47
O -5.7908 -5.2211 2.0309 -1.4 -0.1 -0.1 -0.61
H -5.2970 6.6564 1.3331 0.0 0.4 0.2 0.48
H 2.1809 -5.4412 3.4205 -0.1 0.7 0.2 0.29
H -5.7324 -3.5756 3.6449 -0.7 0.2 -0.4 0.28
H 6.8852 2.7562 0.1080 0.5 0.4 0.1 0.52
H -6.3051 7.2965 -1.0704 -0.8 -0.3 0.5 0.37
O -2.2634 0.3136 -5.8375 0.6 -0.2 -0.6 -0.42
H 0.0420 4.4243 1.4195 0.3 -0.3 -0.2 0.59
H -5.5334 2.2649 0.9938 -0.2 -0.1 -0.9 -0.91
H -2.3351 -0.3499 3.0520 -0.3 0.4 -0.2 -0.11
O -1.4670 -4.0398 1.1968 0.1 -1.2 -1.2 -0.46
H -2.5668 0.9860 -5.1886 -0.3 -0.2 -0.1 0.20
C 6.4953 3.1344 3.8290 0.6 -0.9 0.0 0.00
H 5.9282 0.6936 1.2659 0.3 0.1 -0.7 -0.09
H 0.6537 1.7482 -8.2560 0.2 0.0 0.3 0.22
C -3.1209 3.1800 6.0526 -1.1 -0.8 -1.5 -0.81
C 0.7462 -3.7514 0.5070 0.5 -0.8 -0.7 1.14
H 6.1539 -1.0740 -3.4408 -0.6 -1.9 0.7 0.26
H 2.2857 3.5072 2.1818 0.2 0.4 0.6 0.35
H 1.4653 -3.3187 3.1461 -0.6 -0.1 0.2 -0.13
O -4.0677 1.0640 5.5425 -0.5 -0.5 -0.3 -0.59
O 6.5134 -3.9435 -1.7068 0.3 -0.9 -0.5 -0.57
H 0.4375 -1.3126 -7.7730 0.0 0.7 0.1 0.29
H 2.9999 -3.2768 -4.4887 -0.2 -0.1 -0.2 0.08
C -5.2435 2.1657 2.0206 -0.5 0.6 0.2 0.49
H -4.0970 3.3554 6.5678 1.1 0.3 0.1 0.32
O 0.7770 6.1994 -0.2534 -3.0 1.3 0.6 -0.64
C -2.7075 -1.3382 3.3015 -0.5 0.1 -1.2 1.66
H -4.0695 -1.8738 -0.5204 -0.1 -0.5 0.3 0.03
H 5.2690 3.5341 1.2805 0.9 0.5 1.0 0.16
H 3.6479 -8.0601 -2.7618 0.1 0.1 0.3 0.28
H -4.1622 3.4245 4.4378 -0.7 0.1 -0.2 0.11
C 1.9022 -4.8285 4.3145 1.1 -0.9 0.3 -0.38
H -2.3748 6.1117 -1.4603 0.7 -0.6 0.9 0.27
H 0.1176 3.1801 0.1771 -0.9 -0.4 -1.5 -0.41
H 0.6742 0.4196 -9.3469 0.5 -0.4 -2.3 0.52
H 5.4060 3.7249 5.5363 0.4 0.6 0.0 0.31
H 3.7973 -5.2426 5.2807 0.8 -1.4 0.1 0.54
H -0.3678 -5.6078 0.2353 -0.4 0.2 -0.1 0.55
H 1.3453 -3.4319 -5.0229 -1.1 0.3 -1.2 0.59
H 1.4735 3.5813 -3.9464 0.6 -1.1 0.2 0.36
O 2.9243 -3.7947 6.3574 -1.5 0.2 -1.6 -0.63
H 1.3387 -2.1810 -2.8909 0.6 -0.3 -0.5 -0.86
C -5.1005 -1.5130 -0.5353 -0.8 0.6 -0.8 0.66
H -4.1386 -6.4691 2.4892 -0.7 -0.3 0.0 0.31
H -5.7271 1.2972 2.4593 -0.4 -0.3 -0.1 0.36
H 0.9903 0.3236 -4.1693 0.0 0.0 0.9 -0.02
H -1.4555 0.9315 -7.6437 -0.4 -0.1 -0.1 0.39
H 1.3788 -5.5895 4.9455 -0.2 1.1 -0.2 0.27
H -4.0436 -0.6898 -5.9785 0.1 -0.3 0.2 0.43
H 0.2740 0.8072 3.2623 0.9 -0.4 1.3 -0.25
H -0.6731 -1.9510 3.1755 1.4 0.7 -1.3 -0.57
H -2.6312 -1.6411 -6.4886 0.2 0.4 0.0 0.47
H 3.8206 -3.6646 4.5233 -0.7 -0.8 -0.2 -0.02
H 7.6405 4.2397 2.7986 0.2 0.3 -0.4 0.29
H 1.8877 -0.4073 -7.6169 0.7 0.4 0.5 0.47
H 2.3802 0.4695 -1.6742 0.3 -0.7 0.6 -0.85
C 1.6107 -3.2590 -2.9504 0.6 3.4 1.1 1.18
H 1.6011 1.4911 5.6074 0.0 -0.8 -0.5 0.41
H -6.4002 1.1570 -0.7230 0.8 0.8 -1.5 0.17
H 3.2398 2.0579 0.7109 -0.6 -0.7 -0.2 -1.32
C 0.3556 3.3942 1.1787 0.9 0.1 1.8 0.15
H 4.4223 -8.7556 -1.3731 0.9 -0.9 0.5 0.42
H -1.2156 -1.6543 4.7888 0.1 0.4 0.4 0.37
C -3.7930 1.8915 2.1547 1.3 0.7 -0.7 1.01
O -6.3402 4.9594 0.8404 0.2 0.7 -0.1 -0.74
H 5.8078 2.4058 -1.2935 -0.3 0.6 1.0 0.27
H -1.1232 -0.8295 1.3080 0.6 0.4 -0.9 -0.98
C -4.9399 2.3000 -2.0795 -0.1 -1.4 -1.9 1.48
O -5.6249 3.3036 2.7208 -0.6 1.5 0.4 -0.74
H -2.7183 4.6396 -5.2190 -0.2 0.3 0.1 0.52
H 5.1654 4.7526 4.0919 0.5 0.3 0.6 0.18
O 1.0290 -2.8669 1.5853 0.4 0.5 -0.9 1.88
O -1.1748 0.5192 -1.8056 -0.7 -0.4 0.6 -0.15
H -2.3105 -0.1431 -2.9614 0.6 0.8 0.7 0.16
C 4.8780 -3.0696 1.1543 0.3 -1.4 -1.2 -0.05
O 2.9532 -7.4712 -0.8647 1.4 -0.3 0.3 -0.49
H 2.1422 -7.2895 -1.3204 -0.3 0.1 -0.7 0.28
C 5.7767 -2.0523 -2.8977 -0.6 3.2 -1.2 -0.26
H -5.9278 4.0661 2.1056 0.6 -1.4 0.8 0.48
O -0.2783 2.4850 2.0937 -1.2 0.5 -0.8 0.03
O 4.5681 0.4174 -0.2499 0.9 -0.9 -0.4 0.29
H 3.0600 1.0060 2.3381 0.1 -0.2 0.5 -0.42
H 2.9233 -4.3466 -2.0042 0.4 -0.7 0.1 -0.12
H -3.0863 -1.8428 2.3784 0.6 0.3 0.3 -0.72
H -6.8480 1.4310 -2.4820 0.2 0.6 0.8 0.34
H -0.8302 -3.7868 4.1169 -0.9 0.0 0.0 0.30
H 4.7137 -0.4097 -0.7780 -0.5 0.6 0.1 -0.10
H -2.0724 1.4606 5.3531 0.2 -0.1 0.1 -0.19
H 0.3370 -3.2230 -0.3374 -0.3 0.6 -0.2 -1.03
C -5.3011 5.9547 0.5194 -1.6 -1.2 -0.9 0.30
H -7.0889 -2.1380 0.2696 -0.3 0.3 -0.5 0.28
H 3.0560 -0.5086 4.5073 -0.1 0.8 0.2 -0.22
H 3.0194 2.6594 -2.0871 0.2 0.2 0.2 0.19
H -1.7180 4.7698 -0.4169 -0.2 1.0 0.3 -0.22
H 6.5948 -2.5533 1.7490 0.2 0.1 -0.5 0.46
O -3.8389 -1.1807 4.1478 0.5 -1.3 0.4 -1.04
H 5.8184 2.2629 3.6194 0.2 1.1 0.3 -0.06
H -0.8279 -1.4255 -1.3740 0.4 -1.4 -0.3 -0.09
H -0.2494 4.7063 -5.4105 -1.0 -0.9 0.5 0.42
H 1.2504 2.5846 -2.0124 0.1 0.0 -0.1 -0.40
O 6.2785 -2.7949 0.8564 -1.1 0.3 0.6 -0.77
H 3.7778 1.1162 4.9858 0.1 -0.5 0.5 0.39
H 7.3802 2.7501 4.3717 -0.3 -0.2 -0.1 0.37
C 6.9730 -2.7550 -2.3353 -1.3 0.3 1.4 -0.75
H 5.4457 -6.3932 -0.8460 0.3 -0.7 -1.0 0.25
C 5.9349 4.2485 4.7129 -0.9 -1.3 -0.8 -0.39
C -1.6389 5.8781 -0.6234 -1.2 -1.2 -1.5 0.30
H 4.3163 -3.1823 0.1917 0.5 0.3 0.7 -0.58
H -0.0872 5.2185 -1.7751 0.1 -1.1 -1.5 -0.19
C 3.0979 0.5891 4.3147 0.2 0.6 0.2 -0.15
O -2.0117 6.7009 0.4404 0.6 0.2 0.4 -0.60
O 3.7064 0.8204 3.0536 -0.1 0.1 -0.8 0.71
H -3.7032 -4.8897 2.0535 -0.8 0.2 0.2 -0.02
H -0.3751 6.9664 -1.8902 0.6 0.6 -0.3 0.48
C -2.2503 3.6791 -5.3859 -0.1 0.4 -0.9 -0.64
O -1.1407 0.7517 -8.5418 0.6 0.0 0.4 -0.56
H 7.3036 4.9264 5.9932 -0.4 0.0 -0.6 0.35
H 4.8836 -4.0654 1.6245 -0.3 0.2 0.1 0.38
H -5.6720 -2.5697 1.1449 0.1 -0.2 0.7 -0.31
H -4.3632 5.4159 0.4852 0.4 0.1 0.0 -0.20
C 1.8866 3.2689 1.2113 -1.2 -0.4 0.2 -1.32
O -7.0161 3.1168 -1.1137 -0.8 -1.7 0.1 -0.67
H -3.6411 1.4523 3.1082 0.3 -0.5 0.9 0.02
H 7.5354 -2.1294 -1.6131 -0.2 -0.3 -0.5 0.26
C 0.2822 0.7389 -8.4448 -0.5 -0.2 1.4 -0.68
O -5.0506 3.2475 -3.1854 0.2 -2.8 -0.1 -0.76
O 0.7254 -0.4269 0.4414 1.1 -1.9 -0.1 1.37
H -5.2612 -5.6548 4.6054 0.0 0.2 -0.2 0.34
H -3.5631 1.1405 1.3734 0.6 0.6 0.2 -0.56
H -4.1669 -2.1112 4.3230 0.2 0.9 -0.1 0.44
H -1.7154 -1.7373 -4.2880 -0.1 0.0 0.5 -0.02
H -2.3379 -0.7525 -0.7659 -1.2 -0.4 0.2 -0.71
H 0.7487 -3.6786 -2.5467 -1.6 -1.6 0.4 0.37
O 0.9769 0.2657 -3.1798 0.7 0.1 -0.9 0.49
H -3.8200 0.1686 5.2322 -0.6 0.1 -0.1 0.28
H -0.8488 2.7677 -3.3905 0.1 1.0 0.0 -0.10
H -4.3367 2.7046 -1.2929 0.5 0.2 0.5 -0.02
H 0.1367 -5.1792 1.8977 -0.5 -0.2 -0.5 0.09
C 1.7360 1.2339 4.5238 0.0 -0.4 0.7 -0.50
C -6.3123 1.8835 -1.6066 -1.5 0.0 0.8 -0.46
O -2.9328 3.1046 2.0990 -1.0 -1.9 -1.4 -0.60
H 1.6060 2.1896 4.0624 0.5 0.8 -0.7 0.23
O 2.6904 -3.4183 -2.0418 0.0 0.6 0.4 0.48
C -0.2906 6.1022 -1.2547 0.6 0.6 1.8 0.01
H -0.2621 2.9739 -5.5380 0.7 -1.1 -0.2 0.15
C -0.2725 -4.7816 0.9403 0.8 1.2 1.3 -0.68
C 0.8304 -0.3032 -7.4603 -1.6 -0.6 -1.8 -0.55
C 5.1089 -6.6696 -1.8823 -1.9 -0.3 0.7 -0.31
H 5.8801 -6.9010 -2.6426 -0.1 -0.2 0.9 0.30
C -4.5724 -5.0350 4.0116 0.1 0.0 -0.1 -0.61
C -0.6422 -0.2762 0.4518 -2.0 0.7 -0.1 1.34
O 5.1617 -1.6752 3.0601 0.3 -2.0 -0.2 -0.88
C -4.5283 -5.4445 2.5620 1.8 0.3 -0.4 0.17
H -0.7894 0.8093 0.5577 -0.7 -0.4 0.4 -0.28
O 2.0897 2.8089 -3.9195 -0.6 1.1 -0.3 -0.73
H 1.6295 -4.2514 0.0742 0.2 0.2 0.6 -0.29
H 6.3160 -3.8292 -0.7765 0.4 0.7 0.6 0.27
O 1.1288 -3.6816 3.9974 0.1 -0.8 0.5 -0.05
H -1.2902 2.6694 1.9868 1.6 -0.3 0.6 -0.07
O 0.7413 0.3710 4.0382 -1.5 0.2 -1.3 -0.28
H -5.8944 -4.8863 1.1248 0.8 -0.3 0.1 0.36
C 2.2355 0.8299 -2.6663 -1.4 -0.7 -1.3 0.11
H -4.6551 -0.8750 -2.2316 0.7 0.4 -1.3 0.22
O -6.0185 -3.7650 -0.4259 -0.1 -0.7 0.1 -0.58
O -2.8806 2.6924 -4.6066 1.3 -1.0 -0.5 -0.55
C 5.8762 0.8276 0.1544 -0.6 1.4 0.8 0.12
O -0.6075 3.6961 -3.6287 0.1 -0.9 0.1 0.15
H 6.7192 0.2558 -0.3114 -0.8 0.5 0.1 0.36
H -3.1243 3.5182 2.9462 0.4 0.4 0.4 0.74
C 4.0346 -7.8513 -1.7482 -0.7 2.6 -1.0 -0.66
H -2.3615 3.4255 -6.4616 0.1 0.2 0.4 0.30
H -3.6658 3.0152 -4.1676 -0.9 0.4 0.5 0.22
O 6.9719 5.1326 5.1021 -0.1 0.1 0.3 -0.53
C -5.5236 6.5707 -0.8790 1.5 0.5 1.3 -0.76
H 1.1145 0.4291 0.3836 1.0 1.2 0.2 -1.33
H 7.5487 -3.0286 -3.1890 0.9 -0.3 -0.4 0.47
H -7.8413 2.7886 -0.6542 1.3 0.7 -0.8 0.29
C -1.3013 -0.6150 -0.8917 1.3 2.2 0.3 0.31
H 2.1911 -3.1765 6.1017 0.8 -0.5 0.8 0.31
H -5.8074 -3.6999 -1.3570 0.0 0.1 -0.3 0.32
```
Positions in Å, forces in eV/Å.

As for the multiplicity: 1. For the LUMO energy, the calculation gives 0.37 eV. Its gap between HOMO and LUMO is 10.02 eV. The energy above the lowest of the compared OMol25 structures with the same formula, charge and spin comes out at 24.4 kcal/mol. The energy is -144115.9803 eV.



Record 2
Molecular formula: C15H19BrN5OS2Tb
Method: DFT, ωB97M-V/def2-TZVPD

```
44
Properties=species:S:1:pos:R:3:forces:R:3:mulliken_charge:R:1
C -1.1611 1.9570 4.5523 0.2 0.2 0.7 -0.82
H 3.2774 0.2536 3.6850 0.1 0.3 0.1 0.44
Tb 0.4814 -0.0861 0.5496 0.7 0.8 -0.8 1.19
C 1.1945 0.9987 3.5764 0.2 -0.4 0.3 0.99
H 5.0701 -1.4181 -1.3495 -0.5 0.5 0.9 0.22
C -1.4448 -2.9301 -4.3914 0.1 0.5 -0.7 -1.26
H -0.5775 -3.4682 -4.8617 -0.5 0.8 0.5 0.29
H 0.0157 2.4053 6.3707 -0.5 -0.2 -0.5 0.41
H -3.1326 3.0944 -1.8339 0.1 -0.1 -0.3 0.44
S -0.9799 2.8585 -1.0276 1.5 -0.1 -1.2 0.38
N 3.5879 -0.6838 1.3941 -1.3 0.4 -0.5 -1.29
C -0.1022 3.5446 -2.5017 -1.3 2.3 -0.3 -0.97
H -1.8784 1.5057 2.6091 -0.3 -0.2 -0.3 0.47
C 2.3882 0.3715 3.0777 1.2 -1.6 -2.3 -0.56
C -2.0033 -3.5418 -0.7046 0.0 -0.4 0.6 -0.59
H -2.2482 1.8067 -2.7703 -0.1 0.1 0.4 0.29
H 2.1476 1.7770 5.3055 0.2 -0.3 0.6 0.44
C -0.6317 -1.8080 -2.3069 0.0 1.4 1.0 -0.48
S 2.6162 0.0689 -1.1486 0.0 -0.6 0.9 -0.40
Br -1.3375 -2.1403 1.7756 0.2 -0.1 -1.2 -0.17
C 1.2054 1.5686 4.8435 -1.2 0.2 -0.7 -0.88
H 0.2822 2.8026 -3.1800 0.0 -0.7 0.1 0.33
H -2.4197 -4.3170 -0.0702 -0.2 0.4 0.2 0.42
N 2.4086 -0.1376 1.8595 0.8 1.0 1.3 0.48
H 5.4399 -1.7267 0.3057 -0.6 0.6 -0.2 0.27
C -1.0406 1.4517 3.2777 0.9 -0.1 -0.2 -0.14
H -0.0592 -1.0123 -2.8171 -0.4 -0.9 -0.2 0.46
C 3.6833 -0.6757 0.0476 1.1 -0.3 1.0 0.59
C -1.2911 -2.4571 -0.1810 -0.7 -0.3 -1.0 0.56
O -0.1314 1.5863 -0.7574 -0.7 0.4 0.5 -0.34
C -2.1181 -3.6910 -2.0766 1.1 0.8 0.0 -0.45
C -0.0211 1.9776 5.3592 1.0 0.6 0.4 -0.22
C -1.3631 -2.8081 -2.8992 -0.8 -1.1 -0.3 0.61
N 4.8546 -1.2136 -0.3623 0.2 -0.7 -0.9 -0.36
H -2.0862 2.3992 4.9307 0.2 -0.4 -0.3 0.40
N -0.6778 -1.5682 -0.9678 -0.1 -1.3 1.0 0.02
C -2.4534 2.2350 -1.7777 -0.4 0.3 -0.6 -0.89
H -2.3126 -3.5490 -4.6501 0.1 0.4 -0.1 0.39
H 0.6913 4.2350 -2.1886 0.0 -0.6 0.4 0.37
H -2.7265 -4.5089 -2.4880 0.4 0.5 0.1 0.41
N 0.1206 0.9280 2.7860 -1.7 0.6 0.5 -0.11
H -0.7710 4.2679 -3.0975 0.4 -1.3 1.0 0.39
H -1.5735 -1.8741 -4.7887 0.3 -1.5 0.0 0.34
H -2.9227 1.5221 -1.1074 0.1 -0.2 0.1 0.31
```
Positions in Å, forces in eV/Å.

The charge is +2. As for the multiplicity: 7. For the LUMO energy (alpha / beta), the calculation gives -6.80 / -6.37 eV. Its gap between HOMO and LUMO (alpha / beta) is 6.74 / 7.18 eV. The energy above the lowest of the compared OMol25 structures with the same formula, charge and spin comes out at 59.6 kcal/mol. The energy is -139494.6559 eV.



Record 3
Molecular formula: C6H15NO2
Method: DFT, ωB97M-V/def2-TZVPD

```
24
Properties=species:S:1:pos:R:3:forces:R:3:mulliken_charge:R:1
H 0.9607 0.1491 -3.3870 -0.9 0.5 -0.1 0.29
H -1.7971 0.8758 -0.2636 -0.2 -0.1 -0.5 0.23
H 2.4330 -0.4199 -1.4829 -0.1 -0.1 -0.5 0.29
H -0.9871 -1.1895 1.4789 0.0 -0.8 -0.4 0.34
H 0.5470 -3.2029 2.2001 0.1 -0.6 0.0 0.32
H 1.6241 -2.3389 1.6883 0.5 -0.2 -0.1 0.32
H -1.0207 -0.1160 -1.8953 -0.3 0.1 0.0 0.32
C -0.5025 -0.3800 0.9419 -1.2 1.1 0.2 -0.65
H 0.2040 -0.0432 1.7153 0.1 0.0 -0.2 0.52
H 0.6447 -1.5548 -3.3346 -0.2 0.0 0.2 0.33
H 0.6232 2.0077 0.1791 0.2 0.3 0.5 0.29
O 1.3528 -3.2649 1.6684 -0.5 0.7 0.2 -0.61
C 0.2329 -0.7044 -0.2989 0.9 -0.9 0.4 -0.23
C -1.5917 0.6819 0.7731 0.5 0.2 0.0 -0.48
N -0.1420 2.6150 0.4949 -0.4 -1.1 -1.0 -0.17
C -0.0599 -0.5043 -1.5900 -0.3 0.6 0.1 -0.21
H 1.1435 -1.2586 -0.0698 0.1 0.2 -0.4 0.30
H -0.6776 1.8566 2.3598 0.3 -0.1 0.0 0.35
C -1.0857 2.0668 1.3752 -0.3 0.4 1.1 -0.67
H -1.9154 2.7533 1.5271 -0.1 0.0 -0.3 0.40
O 2.2526 -0.8881 -2.3148 -0.3 -0.3 0.6 -0.51
C 0.8903 -0.6910 -2.7062 1.8 -0.5 -0.2 -0.48
H -0.5820 3.0552 -0.3066 0.2 0.6 -0.1 0.33
H -2.5470 0.4952 1.2476 0.0 -0.2 0.4 0.40
```
Positions in Å, forces in eV/Å.

The charge is +1. As for the multiplicity: 2. For the LUMO energy (alpha / beta), the calculation gives -3.23 / -8.61 eV. Its gap between HOMO and LUMO (alpha / beta) is 10.28 / 4.70 eV. The energy above the lowest of the compared OMol25 structures with the same formula, charge and spin comes out at 44.2 kcal/mol. The energy is -12040.0393 eV.



- The lowest multiplicity belongs to which entry?
  C46H138O46